C28H76O10S6 | the ωB97M-V functional and the def2-TZVPD basis

The molecular weight comes out at 765.308 Da. The spin multiplicity is 1. For the total energy, the calculation gives -4253.58939 hartree. Its HOMO energy is -8.58 eV. The gap between HOMO and LUMO comes out at 0.319 Eh.

Atoms and positions in Å:
C1 -4.351640 0.184608 -1.735173
C2 -3.759264 -1.149421 -1.886438
O1 -2.514236 -1.121412 -2.605094
C3 -1.725932 -2.259969 -2.284914
C4 -0.492976 -2.134187 -3.255251
H1 -5.386761 -0.016736 -1.487450
H2 -3.825585 0.797230 -0.959086
H3 -4.274951 0.678425 -2.629707
H4 -3.599388 -1.617342 -0.883063
H5 -4.401055 -1.822176 -2.489665
H6 -1.426031 -2.193791 -1.223629
H7 -2.234698 -3.225811 -2.458080
H8 -0.943060 -2.111024 -4.241615
H9 0.189315 -2.983104 -3.174826
H10 0.056813 -1.206792 -3.088414
C5 2.382148 -1.904748 3.063727
C6 3.429862 -0.985406 2.459359
O2 3.383034 -1.165359 1.019440
C7 4.222117 -0.329555 0.361158
C8 4.259519 -0.835870 -1.025018
H11 2.137458 -2.791627 2.547147
H12 2.685517 -2.203681 4.090045
H13 1.512336 -1.326697 3.273158
H14 3.128752 0.044235 2.571528
H15 4.398792 -1.115965 2.831005
H16 3.844357 0.724276 0.384500
H17 5.292748 -0.355839 0.770196
H18 4.779605 -0.182484 -1.731998
H19 3.248692 -0.838044 -1.391745
H20 4.549086 -1.915702 -1.075400
C9 5.492345 3.840463 -2.013392
C10 5.342569 3.169109 -3.377325
O3 4.726821 1.883682 -3.311100
C11 4.459353 1.305937 -4.546629
C12 4.446817 -0.224875 -4.497994
H21 6.229501 4.675325 -2.012670
H22 4.556772 4.279328 -1.730140
H23 5.745135 3.139661 -1.262002
H24 4.658786 3.788400 -3.974150
H25 6.387662 3.101278 -3.817382
H26 3.519865 1.696450 -4.932561
H27 5.277758 1.521984 -5.167265
H28 3.481063 -0.622686 -4.041767
H29 5.295315 -0.565777 -3.963881
H30 4.473419 -0.567187 -5.518170
C13 -0.423373 0.191997 1.419440
C14 -0.358401 0.404561 -0.113813
O4 -0.116352 1.746868 -0.520247
C15 -1.191975 2.660979 -0.312303
C16 -1.077682 3.872688 -1.157876
H31 -1.397692 0.398946 1.763445
H32 -0.251140 -0.867066 1.557344
H33 0.324479 0.832809 1.901304
H34 0.423443 -0.169258 -0.588919
H35 -1.243576 -0.056953 -0.612528
H36 -2.085429 2.130532 -0.599745
H37 -1.338358 2.823675 0.771587
H38 -0.180916 4.434888 -0.857699
H39 -1.981625 4.441440 -0.918225
H40 -0.987215 3.588547 -2.193667
C17 -3.784129 -1.938788 6.998004
S1 -2.725950 -2.483155 5.725649
O5 -3.664412 -2.988299 4.677181
C18 -2.101946 -0.886396 5.176578
H41 -3.309538 -1.513461 7.831363
H42 -4.299795 -2.867004 7.350417
H43 -4.484598 -1.249764 6.634798
H44 -1.790303 -0.286582 6.033121
H45 -2.913259 -0.422516 4.599357
H46 -1.346324 -1.212271 4.448984
C19 -4.259821 5.542118 2.209418
S2 -3.194991 4.481889 3.256096
O6 -3.178437 5.229948 4.528627
C20 -4.309166 3.079549 3.372152
H47 -3.895044 6.538042 2.334687
H48 -5.253764 5.535467 2.602175
H49 -4.129253 5.194237 1.172261
H50 -5.100056 3.266086 4.092252
H51 -3.802250 2.248064 3.815729
H52 -4.672223 2.940764 2.392854
C21 0.167579 -5.512050 -1.535810
S3 1.898828 -5.847894 -1.445099
O7 2.515644 -5.696989 -2.772200
C22 2.299998 -4.346528 -0.526552
H53 -0.232320 -5.529436 -0.523875
H54 -0.267940 -6.360348 -2.108022
H55 -0.201079 -4.618545 -2.054920
H56 1.762685 -3.418904 -0.889760
H57 3.390385 -4.393480 -0.651378
H58 1.952354 -4.527982 0.520753
C23 -1.059572 -4.704234 3.479439
S4 -1.711336 -3.538907 2.259825
O8 -0.854452 -3.625303 1.027329
C24 -3.258831 -4.437506 1.905742
H59 -0.079107 -4.350918 3.791745
H60 -0.829349 -5.673173 2.927978
H61 -1.798090 -4.843762 4.270130
H62 -3.704030 -4.604783 2.912111
H63 -3.025493 -5.443802 1.471983
H64 -3.830988 -3.798697 1.245632
C25 2.644978 3.255177 0.830834
S5 2.875829 2.841364 2.561275
O9 4.338742 3.266154 2.735401
C26 1.746302 4.169339 3.285280
H65 1.752100 2.777746 0.462800
H66 3.446337 2.613068 0.453906
H67 2.848552 4.313170 0.543840
H68 2.156933 5.169117 3.405013
H69 1.584080 3.831312 4.280328
H70 0.751179 4.184349 2.740811
C27 -3.527132 0.799173 -5.320145
S6 -2.182831 1.918517 -5.482820
O10 -2.018935 2.731188 -4.212429
C28 -0.910588 0.676015 -5.526818
H71 -3.605049 0.198492 -6.230791
H72 -4.409048 1.443701 -5.201767
H73 -3.251293 0.117476 -4.510174
H74 -1.038338 -0.158539 -6.212488
H75 -0.967572 0.310575 -4.506462
H76 0.074233 1.116156 -5.768659

Cartesian forces (eV/Å) of the 6 atoms listed first:
C 0.2 -0.1 2.4
C 1.0 -2.0 -0.1
O -0.5 -0.1 0.7
C 1.8 0.6 -0.7
C -1.1 -0.5 1.0
H -0.3 0.6 0.3

Results of the Mulliken charge analysis, in e, for atoms 1 through 99:
1. C -0.746
2. C -0.305
3. O -0.048
4. C -0.203
5. C -1.200
6. H 0.430
7. H -0.054
8. H 0.117
9. H 0.092
10. H 0.449
11. H 0.135
12. H 0.542
13. H 0.268
14. H 0.499
15. H 0.086
16. C -0.812
17. C 0.030
18. O -0.095
19. C 0.701
20. C -0.921
21. H -0.028
22. H 0.433
23. H 0.197
24. H -0.281
25. H 0.550
26. H -0.444
27. H 0.296
28. H 0.309
29. H -0.039
30. H 0.209
31. C -1.105
32. C -0.240
33. O -0.159
34. C -0.329
35. C -1.180
36. H 0.380
37. H 0.197
38. H 0.311
39. H 0.285
40. H 0.285
41. H 0.280
42. H 0.441
43. H 0.068
44. H 0.382
45. H 0.457
46. C -0.410
47. C 0.718
48. O -0.269
49. C 0.654
50. C -1.271
51. H 0.528
52. H -0.083
53. H 0.023
54. H 0.061
55. H -0.644
56. H -0.345
57. H 0.173
58. H 0.259
59. H 0.322
60. H 0.271
61. C -1.169
62. S 0.547
63. O -0.607
64. C -0.438
65. H 0.441
66. H 0.335
67. H 0.353
68. H 0.545
69. H 0.151
70. H -0.161
71. C -1.061
72. S 0.636
73. O -0.676
74. C -0.751
75. H 0.360
76. H 0.387
77. H 0.310
78. H 0.418
79. H 0.039
80. H 0.330
81. C -0.331
82. S 0.403
83. O -0.632
84. C -0.430
85. H 0.095
86. H 0.427
87. H -0.169
88. H 0.044
89. H 0.327
90. H 0.158
91. C -1.159
92. S 0.643
93. O -0.406
94. C -1.064
95. H 0.233
96. H 0.395
97. H 0.442
98. H 0.398
99. H 0.325